ORCA calculation (ωB97M-V with the def2-TZVPD basis set) on 2 unconnected molecules or ions with the total composition C10H12F3NO4S in a non-equilibrium geometry.

Each atom is followed by the atoms it is bonded to, with distances in Å.
Atoms and positions in Å:
1 O 4.555 -0.634 -2.545  C2 1.207
2 C 3.383 -0.890 -2.679  O1 1.207, O3 1.378, C13 1.503
3 O 2.921 -1.957 -3.420  C2 1.378, C4 1.377
4 C 1.606 -2.181 -3.077  O3 1.377, O5 1.197, C6 1.499
5 O 0.825 -2.705 -3.817  C4 1.197
6 C 1.286 -1.343 -1.877  C4 1.499, C7 1.482, C13 1.330
7 C 0.129 -1.448 -0.957  C6 1.482, C8 1.524, H15 1.080, H16 1.093
8 C -1.266 -1.644 -1.539  C7 1.524, C9 1.513, H17 1.079, H18 1.083
9 C -1.649 -0.577 -2.540  C8 1.513, F10 1.337, F11 1.360, F12 1.331
10 F -1.008 0.577 -2.329  C9 1.337
11 F -2.972 -0.292 -2.413  C9 1.360
12 F -1.474 -0.940 -3.808  C9 1.331
13 C 2.236 -0.414 -1.833  C2 1.503, C6 1.330, S14 1.757
14 S 2.303 1.030 -0.834  C13 1.757, H19 1.343
15 H 0.156 -0.689 -0.190  C7 1.080
16 H 0.330 -2.364 -0.395  C7 1.093
17 H -1.430 -2.630 -1.946  C8 1.079
18 H -1.961 -1.543 -0.714  C8 1.083
19 H 1.986 1.900 -1.807  S14 1.343
20 C -1.637 2.183 2.081  C21 1.508, H25 1.085, H26 1.090, H27 1.090
21 C -0.850 0.921 2.333  C20 1.508, O22 1.224, N23 1.355
22 O -0.730 0.054 1.478  C21 1.224
23 N -0.270 0.773 3.548  C21 1.355, C24 1.452, H28 1.007
24 C -0.301 1.686 4.677  N23 1.452, H29 1.091, H30 1.091, H31 1.084
25 H -2.033 2.151 1.071  C20 1.085
26 H -2.467 2.262 2.783  C20 1.090
27 H -0.994 3.059 2.179  C20 1.090
28 H 0.240 -0.090 3.650  N23 1.007
29 H 0.715 1.985 4.937  C24 1.091
30 H -0.749 1.190 5.539  C24 1.091
31 H -0.878 2.573 4.444  C24 1.084

The SMILES is O=C1OC(=O)C(CCC(F)(F)F)=C1S.CNC(C)=O. The net charge is 0. As for the strongest force on any atom: 2.2 eV/A. The total energy is -1441.790730 a.u. As for the spin multiplicity: 1.